No. 1
{
  "formula": "C17H37Br12NOP",
  "method": "ωB97M-V/def2-TZVPD",
  "charge": -1,
  "orbital_gap_ev": 3.72,
  "symbols": ["C", "C", "P", "C", "N", "C", "C", "O", "H", "H", "H", "H", "H", "H", "H", "H", "H", "H", "H", "H", "H", "Br", "C", "C", "Br", "H", "H", "H", "H", "Br", "C", "C", "Br", "H", "H", "H", "H", "Br", "C", "C", "Br", "H", "H", "H", "H", "Br", "C", "C", "Br", "H", "H", "H", "H", "Br", "C", "C", "Br", "H", "H", "H", "H", "Br", "C", "C", "Br", "H", "H", "H", "H"],
  "coordinates": [[1.613, -0.564, -1.006], [0.136, -0.481, -0.468], [-0.711, -2.125, -0.057], [0.359, -3.572, -0.601], [-2.108, -2.195, -1.081], [-3.156, -1.483, -0.305], [-4.393, -1.142, -1.193], [-5.074, -0.006, -0.621], [2.124, 0.365, -0.669], [2.185, -1.399, -0.571], [1.633, -0.533, -2.109], [0.184, 0.101, 0.479], [-0.454, 0.150, -1.170], [1.332, -3.308, -1.059], [-0.189, -4.172, -1.361], [0.502, -4.228, 0.279], [-3.436, -2.068, 0.609], [-2.685, -0.513, 0.027], [-5.094, -1.991, -1.275], [-3.990, -0.892, -2.197], [-4.376, 0.643, -0.541], [3.762, 2.750, -1.619], [4.631, 3.095, 0.090], [5.936, 2.352, 0.204], [5.649, 0.461, 0.575], [3.917, 2.829, 0.865], [4.800, 4.170, 0.111], [6.515, 2.724, 1.047], [6.538, 2.409, -0.699], [-7.613, -2.723, 1.942], [-7.460, -4.009, 0.488], [-6.696, -5.235, 0.916], [-4.783, -4.887, 0.989], [-6.997, -3.489, -0.347], [-8.486, -4.268, 0.228], [-6.814, -6.034, 0.184], [-6.991, -5.601, 1.896], [1.210, 4.806, 0.638], [0.553, 3.837, -0.922], [-0.924, 4.062, -1.122], [-1.980, 3.024, 0.144], [0.808, 2.791, -0.777], [1.119, 4.232, -1.763], [-1.233, 3.713, -2.106], [-1.217, 5.101, -1.001], [-1.256, -7.985, 0.862], [-2.666, -9.303, 0.607], [-4.022, -8.725, 0.919], [-4.312, -8.585, 2.840], [-2.415, -10.159, 1.228], [-2.604, -9.587, -0.442], [-4.810, -9.385, 0.559], [-4.167, -7.730, 0.506], [1.382, 5.812, 6.652], [0.135, 6.534, 5.340], [0.569, 6.218, 3.933], [2.041, 7.365, 3.367], [0.058, 7.600, 5.532], [-0.818, 6.058, 5.561], [-0.236, 6.420, 3.229], [0.904, 5.192, 3.809], [6.110, 5.427, -3.372], [7.654, 4.637, -4.256], [8.294, 3.578, -3.397], [9.347, 4.366, -1.959], [8.328, 5.451, -4.505], [7.265, 4.198, -5.174], [9.001, 2.988, -3.978], [7.570, 2.915, -2.931]],
  "atomic_forces_ev_per_a": [[-0.4535, 1.1695, 0.5053], [1.3327, 0.3192, -0.3179], [-2.0387, -0.4230, -0.3327], [-0.0366, -0.0955, -0.8300], [0.9999, 0.0222, 1.3408], [0.8567, -0.4450, -0.8826], [1.2937, 0.0492, 0.6147], [-0.5348, -0.5072, -0.4754], [-0.0051, -0.5084, -0.3064], [-0.2623, 0.1975, -0.4049], [0.1312, -0.4882, 0.4410], [-0.1631, -0.4453, -0.3892], [0.0408, -0.6599, 0.2675], [-0.3067, -0.1335, 0.3889], [0.1320, 0.4907, 0.3923], [0.1214, 0.4464, -0.4263], [-0.1820, 0.6147, -0.3431], [-0.9708, -0.1214, 0.1130], [0.1710, 0.4309, 0.1143], [-0.3187, -0.2079, 0.3493], [0.1455, 0.3155, 0.2027], [0.1344, -0.0711, 0.0488], [0.0026, 0.2111, -0.2126], [-0.0072, -0.1919, 0.2526], [0.0336, 0.0489, -0.1035], [0.0589, -0.0450, -0.0250], [0.0302, -0.0372, 0.0087], [-0.0515, 0.0503, -0.0337], [-0.0680, 0.0604, 0.0128], [0.0412, -0.0136, -0.0863], [-0.2477, 0.0496, 0.1543], [0.3676, -0.0918, -0.1163], [-0.0584, 0.0135, 0.0003], [0.0756, -0.0417, 0.0696], [0.0426, -0.0376, 0.0099], [-0.0869, 0.0667, -0.0178], [-0.0697, 0.0773, -0.0390], [0.0765, -0.0373, -0.0289], [-0.0962, 0.1343, -0.0413], [-0.1890, -0.2489, 0.0677], [0.0212, 0.1071, -0.0034], [-0.0843, 0.0075, 0.0096], [-0.0204, 0.0141, 0.0284], [0.0894, -0.0228, 0.0184], [0.0899, -0.0227, -0.0061], [-0.0496, -0.0945, 0.0435], [0.2203, 0.2004, -0.1504], [-0.1706, -0.1539, 0.1003], [-0.0147, 0.0577, -0.0678], [-0.0902, 0.0375, 0.0094], [-0.0774, 0.0235, 0.0243], [0.0671, -0.0250, -0.0023], [0.1069, -0.0059, 0.0515], [-0.0123, 0.1039, -0.0092], [-0.0143, -0.2225, 0.1429], [-0.0318, 0.2125, -0.1304], [0.0109, -0.0907, 0.0250], [0.0393, -0.0323, -0.0721], [0.0329, -0.0157, -0.0721], [0.0050, -0.0259, 0.0450], [-0.0355, 0.0325, 0.0599], [0.1121, 0.0611, -0.0227], [-0.3195, -0.0113, -0.0143], [0.2828, 0.0245, -0.0025], [-0.0950, -0.0525, 0.0243], [0.0430, -0.0792, 0.0634], [0.0345, -0.0480, 0.0490], [-0.0400, 0.0366, -0.0164], [-0.0409, 0.0675, -0.0672]]
}

---

No. 2
{
  "formula": "C17H37F5MnN6O5PTe",
  "method": "ωB97M-V/def2-TZVPD",
  "s2": 0.92,
  "charge": 1,
  "orbital_gap_ev": [8.65, 8.67],
  "multiplicity": 2,
  "symbols": ["Mn", "C", "O", "C", "C", "O", "C", "C", "O", "C", "H", "H", "H", "H", "H", "H", "H", "H", "H", "H", "H", "H", "H", "H", "N", "C", "N", "C", "C", "O", "C", "C", "H", "H", "H", "H", "H", "H", "H", "H", "F", "Te", "F", "F", "F", "F", "O", "N", "H", "H", "H", "C", "N", "C", "N", "C", "N", "C", "P", "C", "C", "H", "H", "H", "H", "H", "H", "H", "H", "H", "H", "H", "H"],
  "coordinates": [[-0.776, 0.041, 1.392], [-3.500, 1.892, 1.417], [-2.071, 1.956, 1.531], [-1.549, 3.036, 0.769], [-0.222, 3.437, 1.378], [0.489, 2.260, 1.736], [1.010, 2.222, 3.055], [0.108, 1.407, 3.945], [0.101, 0.062, 3.447], [-0.511, -0.797, 4.431], [-3.793, 1.753, 0.374], [-3.835, 1.042, 1.999], [-3.923, 2.821, 1.805], [-1.450, 2.738, -0.280], [-2.231, 3.891, 0.816], [0.367, 4.008, 0.655], [-0.385, 4.060, 2.262], [1.995, 1.748, 2.997], [1.144, 3.228, 3.459], [0.489, 1.410, 4.971], [-0.914, 1.800, 3.940], [-0.034, -0.613, 5.395], [-1.582, -0.616, 4.482], [-0.346, -1.830, 4.144], [1.064, 0.143, 0.128], [2.207, 0.010, 0.281], [3.486, -0.153, 0.457], [4.459, -0.042, -0.638], [5.368, -1.262, -0.591], [5.959, -1.387, 0.686], [4.991, -1.604, 1.690], [4.044, -0.416, 1.789], [5.046, 0.868, -0.493], [3.926, 0.026, -1.585], [6.179, -1.159, -1.309], [4.795, -2.168, -0.831], [5.529, -1.739, 2.627], [4.421, -2.520, 1.474], [4.589, 0.472, 2.122], [3.225, -0.617, 2.481], [-2.319, -3.236, 2.981], [-3.429, -2.130, 1.749], [-1.847, -1.916, -0.931], [-4.653, -0.916, 0.801], [-4.644, -2.018, 3.166], [-1.794, 0.266, -0.570], [-2.380, -0.712, 2.210], [-0.042, -2.068, 1.388], [0.800, -2.264, 0.859], [0.083, -2.426, 2.330], [-0.759, -2.653, 0.979], [-1.535, -1.652, -4.835], [-0.215, -1.425, -4.244], [0.223, -0.071, -4.562], [-0.724, 0.949, -4.141], [-2.020, 0.671, -4.753], [-2.537, -0.661, -4.448], [-2.944, -0.803, -3.051], [-1.485, -0.630, -1.979], [-0.210, -1.689, -2.813], [-0.846, 0.979, -2.689], [-1.886, -2.648, -4.562], [-1.425, -1.609, -5.920], [0.351, 0.002, -5.644], [1.188, 0.115, -4.086], [-1.907, 0.750, -5.836], [-2.742, 1.421, -4.426], [-3.406, -1.779, -2.892], [-3.681, -0.036, -2.797], [-0.444, -2.740, -2.635], [0.782, -1.481, -2.404], [0.123, 1.220, -2.240], [-1.542, 1.777, -2.415]],
  "atomic_forces_ev_per_a": [[-0.1724, -0.4537, 0.2088], [-0.0913, -0.0912, 0.0580], [0.3192, -0.0201, -0.0743], [0.0404, 0.0741, 0.0386], [-0.0343, 0.0189, 0.0097], [0.1745, 0.0084, -0.0429], [0.0154, -0.0457, 0.0139], [0.1040, 0.0870, -0.0492], [-0.2264, 0.1909, -0.1452], [0.0002, -0.1019, -0.0069], [-0.0005, -0.0250, 0.0326], [0.0053, 0.0823, -0.0485], [0.0018, -0.0149, -0.0163], [0.0402, -0.0454, 0.0540], [0.0126, -0.0328, -0.0447], [-0.0347, 0.0401, 0.0552], [-0.0403, -0.0539, -0.0041], [-0.0314, 0.0111, 0.0311], [-0.0226, -0.0249, -0.0033], [0.0075, -0.0062, -0.0540], [0.0395, 0.0001, 0.0155], [-0.0022, -0.0284, -0.0214], [0.0148, 0.0081, 0.0251], [-0.0765, 0.0044, -0.0172], [0.1779, -0.0573, 0.2154], [-0.3286, 0.1939, -0.3053], [0.1186, -0.0671, 0.0113], [0.0793, 0.0181, -0.0352], [-0.0239, 0.0329, -0.0576], [0.0136, 0.0191, 0.0111], [-0.0424, 0.0165, 0.0592], [0.0492, -0.0618, 0.0636], [-0.0102, -0.0247, -0.0247], [0.0135, -0.0211, 0.0109], [-0.0173, 0.0103, 0.0062], [0.0006, 0.0275, -0.0040], [-0.0252, 0.0076, -0.0167], [0.0075, 0.0275, 0.0014], [-0.0093, -0.0291, 0.0081], [0.0320, 0.0060, 0.0084], [-0.0326, 0.0918, -0.1448], [-0.2257, 0.1661, 0.2139], [0.1427, 0.1704, -0.0570], [0.1315, -0.1438, 0.0997], [0.2012, 0.0292, -0.1400], [0.2663, -0.3345, 0.0278], [-0.1925, -0.0818, -0.1542], [-0.0774, 0.4701, 0.0269], [0.0463, 0.1056, 0.0338], [-0.0363, 0.0062, -0.0403], [-0.0537, -0.1307, -0.1006], [-0.0266, -0.0826, -0.1152], [-0.0369, 0.0624, -0.0449], [0.1106, 0.0208, -0.0801], [-0.0142, -0.0387, -0.0476], [-0.0680, 0.0560, -0.1046], [0.0865, 0.0510, -0.0092], [-0.0896, -0.0533, 0.0742], [-0.1566, -0.0041, 0.0589], [-0.0607, -0.1385, 0.1857], [-0.0367, 0.0831, 0.1808], [0.0095, 0.0089, -0.0080], [-0.0043, -0.0126, 0.0285], [0.0010, -0.0085, 0.0198], [-0.0083, -0.0052, -0.0162], [-0.0197, -0.0044, 0.0253], [0.0041, -0.0089, -0.0059], [0.0203, 0.0540, 0.0082], [0.0105, -0.0211, 0.0167], [0.0356, 0.0525, 0.0271], [0.0068, 0.0185, 0.0417], [-0.0413, -0.0300, 0.0142], [0.0300, -0.0275, 0.0187]]
}

---

No. 3
{
  "formula": "C17H38AsCl10F6N2O3",
  "method": "ωB97M-V/def2-TZVPD",
  "charge": -1,
  "orbital_gap_ev": 9.52,
  "symbols": ["As", "F", "F", "F", "F", "F", "F", "Cl", "C", "C", "Cl", "H", "H", "H", "H", "Cl", "C", "C", "Cl", "H", "H", "H", "H", "Cl", "C", "C", "Cl", "H", "H", "H", "H", "Cl", "C", "C", "Cl", "H", "H", "H", "H", "Cl", "C", "C", "Cl", "H", "H", "H", "H", "C", "C", "C", "O", "H", "H", "H", "H", "H", "H", "H", "H", "O", "C", "N", "C", "H", "H", "H", "H", "H", "O", "C", "N", "C", "H", "H", "H", "H", "H"],
  "coordinates": [[0.236, 0.626, -0.249], [1.456, 1.261, 0.774], [0.262, -0.934, 0.487], [-1.056, 0.077, -1.263], [0.092, 2.177, -0.985], [1.410, 0.105, -1.391], [-0.957, 1.064, 0.959], [0.659, 6.014, 1.829], [-0.395, 5.033, 0.787], [-1.264, 4.078, 1.569], [-2.400, 4.869, 2.669], [0.230, 4.420, 0.135], [-0.938, 5.711, 0.133], [-0.584, 3.417, 2.104], [-1.793, 3.449, 0.856], [6.492, 0.837, 3.067], [5.232, 2.087, 2.751], [4.031, 1.537, 2.044], [3.228, 0.210, 2.905], [5.704, 2.785, 2.057], [5.051, 2.585, 3.695], [4.241, 1.183, 1.038], [3.332, 2.368, 1.932], [-0.791, -1.853, -5.757], [-1.090, -0.872, -4.297], [-0.622, 0.550, -4.426], [-1.050, 1.359, -5.959], [-0.517, -1.364, -3.514], [-2.142, -0.958, -4.036], [0.465, 0.571, -4.373], [-1.024, 1.175, -3.634], [3.299, -4.748, 0.492], [3.073, -2.985, 0.546], [4.390, -2.282, 0.686], [5.505, -2.477, -0.694], [2.438, -2.770, 1.402], [2.560, -2.656, -0.356], [4.950, -2.660, 1.545], [4.341, -1.224, 0.926], [0.382, -3.757, -1.997], [-1.137, -3.127, -1.327], [-1.398, -3.567, 0.077], [-1.763, -5.336, 0.149], [-1.970, -3.387, -1.975], [-1.054, -2.041, -1.316], [-2.277, -3.056, 0.461], [-0.538, -3.425, 0.723], [-2.207, -0.786, 3.606], [-3.135, -1.967, 3.768], [-3.935, -1.916, 5.065], [-3.981, -2.019, 2.624], [-2.726, 0.176, 3.653], [-1.652, -0.830, 2.669], [-1.485, -0.780, 4.425], [-2.471, -2.845, 3.785], [-4.442, -2.843, 5.311], [-4.645, -1.086, 4.952], [-3.302, -1.562, 5.882], [-4.388, -2.885, 2.537], [-5.099, -1.093, -1.097], [-4.374, -0.170, -0.757], [-3.665, -0.168, 0.392], [-4.146, 1.029, -1.655], [-3.734, -0.972, 1.001], [-2.929, 0.507, 0.506], [-3.474, 0.831, -2.487], [-3.668, 1.853, -1.114], [-5.116, 1.383, -1.999], [3.897, 1.344, -5.234], [3.423, 1.216, -4.116], [3.322, 0.005, -3.513], [2.864, 2.387, -3.346], [3.721, -0.782, -3.996], [2.903, -0.118, -2.608], [2.635, 3.190, -4.042], [3.597, 2.676, -2.593], [1.911, 2.157, -2.867]],
  "atomic_forces_ev_per_a": [[-0.9721, 0.0207, 0.8304], [0.3609, -0.0237, 0.1064], [0.4221, -0.3741, 0.1969], [-0.1562, -0.0430, -0.4641], [0.0213, 0.3980, -0.3198], [0.2424, -0.0640, -0.3156], [-0.0966, 0.2943, -0.0604], [0.1435, 0.0704, 0.0797], [-0.1301, -0.1534, -0.5231], [0.7662, -0.2082, -0.5372], [-0.1014, -0.0066, 0.0674], [0.1374, 0.0305, 0.1567], [-0.2118, 0.0818, 0.2448], [-0.3198, 0.0214, 0.3903], [-0.2472, 0.1196, 0.1094], [-0.1236, 0.0775, -0.0248], [0.9071, -0.2482, -0.4879], [-0.4413, 0.3566, 0.0109], [-0.0289, 0.0392, 0.3395], [-0.0343, 0.1131, 0.1743], [-0.3297, -0.0926, 0.0590], [0.2801, -0.0758, 0.0400], [-0.1926, -0.2138, 0.0874], [-0.0190, -0.0092, -0.0254], [-0.2269, -0.4075, 0.1708], [0.5971, 0.2818, -0.0590], [-0.2219, -0.0008, -0.0297], [0.0317, 0.1607, 0.1116], [-0.0633, 0.0637, -0.2253], [-0.0082, 0.0696, -0.0267], [-0.0186, -0.1610, 0.1504], [-0.0775, -0.1383, -0.0729], [-0.0298, 0.4537, -0.3046], [1.0569, 0.0135, 1.1024], [-0.2090, 0.0292, -0.2272], [0.0493, 0.1053, 0.0469], [-0.0902, -0.2263, -0.0089], [-0.1579, -0.3175, -0.1054], [-0.5730, 0.1118, -0.4997], [0.0366, -0.1222, -0.0832], [-0.2985, 0.6538, -0.0103], [0.0120, -0.6302, 0.0864], [-0.0500, 0.0939, 0.0593], [0.1345, -0.2110, -0.1074], [0.0465, -0.1109, -0.0152], [0.0374, 0.0858, 0.0671], [-0.0094, 0.1949, 0.0220], [0.0783, 0.4549, 0.2138], [0.6227, -0.4421, 0.2671], [0.0740, 1.1980, -0.2975], [-0.0833, -0.0691, -0.1012], [-0.1510, -0.1079, -0.1124], [-0.0398, -0.0424, -0.0212], [0.0281, -0.0647, -0.0639], [-0.2647, -0.1253, -0.0865], [-0.0441, -0.0362, 0.0407], [-0.2866, -0.3570, -0.0349], [0.1462, -0.5183, 0.0972], [-0.0209, -0.0530, 0.1048], [-0.2247, 0.0744, 0.1297], [0.6470, -0.3279, -0.4715], [-0.2838, 0.1200, -0.2657], [0.0131, 0.7563, 0.4864], [0.0684, 0.1398, 0.1506], [0.0753, -0.1281, 0.2279], [-0.2298, -0.4088, -0.1221], [-0.1155, -0.0838, 0.0721], [0.0734, -0.0934, -0.2607], [0.1534, -0.0025, 0.1793], [-0.3816, -0.1027, -0.4476], [0.2338, 0.0250, -0.0899], [-0.4467, -0.0648, -0.0785], [-0.0417, -0.0172, 0.0668], [-0.0106, 0.0332, -0.0443], [0.4501, 0.1271, -0.0088], [-0.1163, 0.2467, 0.0399], [0.2329, -0.2321, 0.2545]]
}

---

Number 1: DFT total energy -871565.0378 eV. Number 2: DFT total energy -98891.3894 eV. Number 3: DFT total energy -229746.3531 eV.